{
  "formula": "C36H75BBrClN9O12P2",
  "method": "ωB97M-V/def2-TZVPD",
  "species": ["C", "C", "C", "C", "C", "C", "C", "C", "C", "O", "C", "O", "C", "C", "C", "P", "O", "Cl", "N", "C", "P", "O", "Br", "C", "B", "N", "O", "H", "H", "H", "H", "H", "H", "H", "H", "H", "H", "H", "H", "H", "H", "H", "H", "H", "H", "H", "H", "H", "H", "H", "H", "H", "H", "C", "C", "O", "N", "C", "H", "H", "H", "H", "H", "H", "H", "C", "C", "O", "N", "C", "H", "H", "H", "H", "H", "H", "H", "C", "C", "O", "N", "C", "H", "H", "H", "H", "H", "H", "H", "C", "C", "O", "N", "C", "H", "H", "H", "H", "H", "H", "H", "C", "C", "O", "N", "C", "H", "H", "H", "H", "H", "H", "H", "C", "C", "O", "N", "C", "H", "H", "H", "H", "H", "H", "H", "C", "C", "O", "N", "C", "H", "H", "H", "H", "H", "H", "H"],
  "positions_angstrom": [[-0.25, 5.38, -2.18], [0.58, 4.89, -0.98], [1.98, 4.33, -1.29], [2.15, 3.58, -2.61], [1.14, 2.48, -2.92], [0.85, 1.49, -1.76], [-0.64, 1.36, -1.48], [-0.95, 0.32, -0.37], [-1.78, -0.86, -0.82], [-3.22, -0.64, -0.69], [-3.76, 0.12, -1.63], [-3.81, -0.18, -2.78], [-4.39, 1.37, -1.09], [-4.80, 1.35, 0.24], [-5.37, 2.48, 0.81], [-6.00, 2.55, 2.57], [-6.27, 1.00, 2.87], [-4.22, 2.95, 3.49], [-5.47, 3.58, 0.04], [-5.08, 3.65, -1.24], [-5.40, 5.35, -1.93], [-4.10, 5.48, -2.85], [-7.05, 4.90, -3.34], [-4.53, 2.52, -1.89], [-4.12, 2.51, -3.46], [-5.03, 1.86, -4.41], [-3.01, 3.14, -3.91], [0.31, 5.42, -3.11], [-1.15, 4.78, -2.29], [-0.60, 6.39, -1.99], [0.70, 5.74, -0.31], [0.00, 4.16, -0.40], [2.68, 5.16, -1.22], [2.24, 3.65, -0.48], [2.12, 4.31, -3.42], [3.17, 3.19, -2.62], [1.55, 1.91, -3.75], [0.20, 2.89, -3.28], [1.41, 1.77, -0.87], [1.22, 0.51, -2.06], [-1.11, 1.03, -2.42], [-1.05, 2.33, -1.21], [-0.01, -0.10, -0.04], [-1.36, 0.81, 0.50], [-1.52, -1.16, -1.83], [-1.55, -1.69, -0.17], [-4.67, 0.45, 0.81], [-5.49, 0.44, 2.68], [-5.89, 4.40, 0.47], [-3.83, 6.41, -2.92], [-5.38, 1.00, -4.00], [-5.86, 2.45, -4.50], [-2.20, 2.63, -3.78], [1.73, -2.68, 2.93], [1.21, -2.79, 1.53], [0.25, -2.12, 1.13], [1.83, -3.65, 0.70], [2.97, -4.52, 1.00], [1.14, -1.95, 3.48], [1.65, -3.64, 3.44], [2.77, -2.35, 2.94], [1.44, -3.68, -0.22], [3.79, -4.28, 0.33], [2.69, -5.55, 0.84], [3.29, -4.39, 2.02], [5.69, -8.53, -0.91], [5.68, -7.15, -0.31], [4.65, -6.50, -0.18], [6.87, -6.63, 0.10], [8.18, -7.24, 0.03], [4.68, -8.80, -1.18], [6.30, -8.54, -1.81], [6.07, -9.26, -0.19], [6.79, -5.71, 0.49], [8.60, -7.33, 1.03], [8.85, -6.63, -0.58], [8.12, -8.23, -0.41], [4.25, 0.19, 6.21], [4.45, -0.23, 4.78], [4.64, -1.39, 4.47], [4.40, 0.74, 3.83], [4.20, 2.16, 4.01], [4.31, -0.69, 6.84], [5.02, 0.90, 6.52], [3.27, 0.65, 6.35], [4.54, 0.39, 2.89], [3.31, 2.49, 3.46], [5.06, 2.72, 3.63], [4.08, 2.40, 5.07], [4.21, 4.74, 9.10], [3.95, 4.29, 7.69], [4.46, 3.27, 7.23], [3.13, 5.06, 6.92], [2.45, 6.28, 7.29], [4.88, 4.03, 9.57], [4.68, 5.72, 9.11], [3.28, 4.78, 9.67], [3.00, 4.70, 5.99], [1.37, 6.16, 7.19], [2.77, 7.10, 6.64], [2.68, 6.56, 8.32], [-6.79, 2.55, -9.89], [-5.39, 3.13, -9.92], [-5.02, 3.88, -10.80], [-4.55, 2.76, -8.91], [-4.81, 1.89, -7.78], [-7.33, 2.93, -10.75], [-6.77, 1.47, -9.94], [-7.31, 2.86, -8.98], [-3.63, 3.18, -8.99], [-4.66, 2.43, -6.85], [-4.12, 1.05, -7.81], [-5.83, 1.51, -7.80], [4.05, -7.71, -5.93], [4.47, -7.57, -4.48], [4.96, -8.49, -3.86], [4.27, -6.36, -3.88], [3.71, -5.16, -4.46], [4.27, -8.72, -6.25], [2.98, -7.53, -6.04], [4.60, -7.01, -6.56], [4.56, -6.34, -2.92], [4.43, -4.34, -4.41], [2.82, -4.86, -3.90], [3.44, -5.31, -5.50], [-5.77, -3.77, 6.16], [-5.57, -2.61, 7.10], [-5.17, -2.75, 8.23], [-5.87, -1.36, 6.62], [-6.36, -0.99, 5.30], [-5.49, -4.68, 6.68], [-6.81, -3.85, 5.85], [-5.14, -3.67, 5.28], [-5.72, -0.63, 7.29], [-5.65, -0.31, 4.84], [-7.32, -0.49, 5.40], [-6.48, -1.87, 4.67]],
  "lumo_energy_ha": -0.177,
  "molar_mass_g_mol": 1014.16,
  "charge": 1,
  "homo_lumo_gap_ev": 5.870,
  "e_tot_ha": -6554.19246
}